(1)
DFT (ωB97M-V/def2-TZVPD) results for a molecular structure, C25H47ClIInNO3Si2 at a distorted geometry.

## Properties
LUMO level (eV): -5.24
Molar mass (g/mol): 743.00
Energy above the lowest of the compared OMol25 structures with the same formula, charge and spin (kcal/mol): 4.29
E_HOMO (eV): -10.520

Geometry as ORCA input:
```
! RIJCOSX wB97M-V def2-TZVPD def2/J DEFGRID3
* xyz 1 1
O -0.756 -2.365 -1.365
O -2.107 -0.547 -2.772
C 0.545 -2.895 -1.098
C 0.882 -3.264 0.332
H 1.240 -2.131 -1.475
H 0.658 -3.776 -1.748
H 0.913 -2.397 0.998
H 1.877 -3.715 0.330
H 0.191 -4.014 0.726
C -1.726 -2.282 -0.303
C -2.859 -3.242 -0.567
H -2.090 -1.246 -0.335
H -1.273 -2.461 0.687
H -3.429 -2.919 -1.445
H -3.536 -3.249 0.294
H -2.499 -4.267 -0.728
C -3.221 0.336 -2.972
C -1.810 -1.471 -3.838
C -4.329 0.041 -1.985
H -3.600 0.244 -4.003
H -2.848 1.359 -2.825
H -4.801 -0.927 -2.195
H -5.102 0.810 -2.082
H -3.973 0.042 -0.947
C -2.969 -2.338 -4.257
H -1.018 -2.095 -3.409
H -1.387 -0.906 -4.686
H -3.277 -2.987 -3.430
H -2.617 -2.973 -5.077
H -3.816 -1.744 -4.618
H -0.663 -0.095 -1.747
In 0.773 1.542 1.355
C 0.058 0.765 -1.472
Si 0.848 1.496 -3.053
H -0.538 1.530 -0.948
H 0.846 0.309 -0.853
C 1.596 0.037 -3.974
C 2.176 2.781 -2.734
C -0.433 2.328 -4.149
C 2.755 0.999 0.572
Si 3.964 1.518 1.910
H 2.911 1.458 -0.411
H 2.791 -0.094 0.430
C 5.104 2.834 1.209
C 4.886 -0.018 2.460
C 3.158 2.261 3.445
H 0.077 2.874 -4.956
H -1.031 3.049 -3.577
H -1.116 1.604 -4.612
H 2.471 -0.344 -3.429
H 1.921 0.342 -4.979
H 0.872 -0.782 -4.083
H 2.781 2.602 -1.842
H 1.724 3.778 -2.646
H 2.857 2.803 -3.598
H 5.213 -0.602 1.588
H 4.244 -0.656 3.084
H 5.776 0.255 3.046
H 2.824 1.488 4.149
H 2.318 2.945 3.250
H 3.932 2.864 3.944
H 5.925 3.053 1.907
H 4.552 3.768 1.028
H 5.539 2.499 0.257
Cl -2.448 -0.224 7.325
C -1.445 -0.301 5.942
C -0.245 -1.007 5.984
C 0.606 -1.071 4.876
I 2.412 -2.103 4.981
C 0.294 -0.333 3.694
O 1.118 -0.246 2.699
C -0.932 0.408 3.667
N -1.103 1.240 2.608
C -2.254 1.913 2.462
C -3.248 1.857 3.450
C -3.034 1.138 4.613
C -1.850 0.396 4.764
H 0.036 -1.516 6.899
H -2.354 2.495 1.546
H -4.169 2.411 3.288
H -3.754 1.136 5.426
*
```

---

(2)
DFT (ωB97M-V/def2-TZVPD) results for 2 unconnected molecules or ions with the total composition C3H5Cl2N at a distorted geometry.

## Properties
LUMO level (eV): 0.74
Molar mass (g/mol): 125.99
Energy above the lowest of the compared OMol25 structures with the same formula, charge and spin (kcal/mol): 56.91
E_HOMO (eV): -8.696

Geometry as ORCA input:
```
! RIJCOSX wB97M-V def2-TZVPD def2/J DEFGRID3
* xyz 0 1
C -1.616 0.263 1.640
C -1.085 0.632 0.483
C 2.191 -1.066 -0.617
N 1.771 0.038 -1.162
Cl -1.879 0.333 -0.999
Cl 1.310 -2.427 -1.075
H -2.691 -0.039 1.840
H -1.054 0.236 2.617
H -0.111 1.014 0.121
H 2.257 0.918 -1.082
H 0.908 0.099 -1.764
*
```

---

(3)
DFT (ωB97M-V/def2-TZVPD) results for a molecular structure, C30H28ClN7O5STi at a distorted geometry.

## Properties
LUMO level (alpha / beta) (eV): 3.13 / 3.13
Molar mass (g/mol): 681.99
Energy above the lowest of the compared OMol25 structures with the same formula, charge and spin (kcal/mol): 39.96
E_HOMO (alpha / beta) (eV): 0.593 / -2.176

Geometry as ORCA input:
```
! RIJCOSX wB97M-V def2-TZVPD def2/J DEFGRID3
* xyz -2 3
Ti -1.467 0.521 0.502
O 1.396 6.693 -1.433
C 0.232 6.235 -1.395
O -0.850 6.877 -1.559
C 0.078 4.748 -1.355
C 1.144 3.868 -1.192
C 0.971 2.478 -1.047
N -0.320 2.007 -0.992
C -1.344 2.825 -1.328
C -1.193 4.145 -1.509
C -2.730 2.355 -1.280
C -3.878 3.118 -1.137
C -5.126 2.527 -1.309
C -5.153 1.213 -1.763
C -3.993 0.457 -1.758
N -2.783 0.954 -1.410
C 2.134 1.570 -0.858
C 3.201 1.987 -0.089
C 4.240 1.028 0.022
C 4.311 -0.047 -0.802
C 3.135 -0.333 -1.604
N 2.023 0.333 -1.388
H 2.172 4.214 -1.138
H -2.053 4.760 -1.869
H -3.852 4.127 -0.749
H -6.040 3.111 -1.225
H -6.107 0.727 -1.956
H -3.899 -0.584 -2.131
H 3.089 2.835 0.539
H 5.077 1.246 0.632
H 5.194 -0.671 -0.860
H 3.186 -1.103 -2.378
N -0.636 -1.010 -1.101
C -0.730 -2.341 -0.573
C -1.754 -2.388 0.594
O -1.855 -3.410 1.292
N -2.471 -1.224 0.743
C -3.545 -1.068 1.681
C -3.511 0.312 2.362
O -4.109 0.577 3.364
O -2.765 1.175 1.658
H -1.046 -1.031 -2.046
H 0.343 -0.634 -1.159
H 0.205 -2.760 -0.069
H -1.036 -3.142 -1.289
H -3.451 -1.904 2.405
H -4.523 -1.080 1.149
S 3.544 -3.457 -0.310
C 3.577 -4.838 -1.183
N 4.411 -5.005 -2.291
C 4.067 -6.228 -3.021
C 3.338 -6.997 -1.949
N 2.892 -6.002 -0.998
H 4.724 -4.191 -2.773
H 4.982 -6.696 -3.359
H 3.535 -6.026 -3.922
H 4.023 -7.625 -1.282
H 2.479 -7.552 -2.320
H 2.315 -6.201 -0.170
Cl -0.784 -1.655 4.102
C -0.621 0.075 4.003
C -1.159 0.876 5.009
C -1.000 2.280 4.986
C -0.149 2.891 4.052
C 0.371 2.069 3.015
C -0.048 0.734 2.836
C 0.263 0.040 1.605
H -1.702 0.406 5.837
H -1.467 2.860 5.765
H 0.180 3.926 4.130
H 0.985 2.590 2.266
H 0.236 -1.034 1.755
H 1.098 0.467 1.019
*
```

---

(4)
DFT (ωB97M-V/def2-TZVPD) results for 2 unconnected molecules or ions with the total composition C20H14Br2NO5 at a distorted geometry.

## Properties
LUMO level (eV): 1.59
Molar mass (g/mol): 508.14
Energy above the lowest of the compared OMol25 structures with the same formula, charge and spin (kcal/mol): 30.47
E_HOMO (eV): -4.461

Geometry as ORCA input:
```
! RIJCOSX wB97M-V def2-TZVPD def2/J DEFGRID3
* xyz -1 1
C -5.808 3.088 -0.148
O -5.327 1.909 -0.837
C -4.049 1.440 -0.581
C -3.066 2.094 0.196
C -1.745 1.637 0.200
C -1.326 0.512 -0.589
C 0.033 0.029 -0.756
C 1.132 0.965 -0.578
C 2.492 0.555 -0.484
C 3.536 1.450 -0.475
Br 5.340 0.920 -0.368
C 3.334 2.928 -0.586
O 4.247 3.762 -0.662
C 1.907 3.312 -0.683
Br 1.415 5.124 -0.951
C 0.912 2.365 -0.656
C -2.351 -0.157 -1.286
C -3.639 0.339 -1.366
H -6.812 3.191 -0.578
H -5.870 2.938 0.948
H -5.211 3.997 -0.364
H -3.384 2.992 0.772
H -1.072 2.182 0.885
H 0.123 -0.810 -1.461
H 2.754 -0.503 -0.414
H -0.094 2.753 -0.762
H -2.082 -1.115 -1.740
H -4.376 -0.140 -2.012
O 0.425 -1.461 0.605
C 1.428 -2.220 0.841
C 1.622 -3.644 0.361
N 0.829 -4.211 -0.683
O -0.016 -3.506 -1.267
O 1.044 -5.430 -0.950
C 2.374 -4.550 1.081
C 3.143 -4.189 2.169
C 3.213 -2.824 2.490
C 2.473 -1.860 1.797
H 2.307 -5.585 0.798
H 3.723 -4.947 2.720
H 3.868 -2.530 3.303
H 2.554 -0.803 2.070
*
```

---

What did the first record say?
DFT (ωB97M-V/def2-TZVPD) results for a molecular structure, C25H47ClIInNO3Si2 at a distorted geometry.

## Properties
LUMO level (eV): -5.24
Molar mass (g/mol): 743.00
Energy above the lowest of the compared OMol25 structures with the same formula, charge and spin (kcal/mol): 4.29
E_HOMO (eV): -10.520

Geometry as ORCA input:
```
! RIJCOSX wB97M-V def2-TZVPD def2/J DEFGRID3
* xyz 1 1
O -0.756 -2.365 -1.365
O -2.107 -0.547 -2.772
C 0.545 -2.895 -1.098
C 0.882 -3.264 0.332
H 1.240 -2.131 -1.475
H 0.658 -3.776 -1.748
H 0.913 -2.397 0.998
H 1.877 -3.715 0.330
H 0.191 -4.014 0.726
C -1.726 -2.282 -0.303
C -2.859 -3.242 -0.567
H -2.090 -1.246 -0.335
H -1.273 -2.461 0.687
H -3.429 -2.919 -1.445
H -3.536 -3.249 0.294
H -2.499 -4.267 -0.728
C -3.221 0.336 -2.972
C -1.810 -1.471 -3.838
C -4.329 0.041 -1.985
H -3.600 0.244 -4.003
H -2.848 1.359 -2.825
H -4.801 -0.927 -2.195
H -5.102 0.810 -2.082
H -3.973 0.042 -0.947
C -2.969 -2.338 -4.257
H -1.018 -2.095 -3.409
H -1.387 -0.906 -4.686
H -3.277 -2.987 -3.430
H -2.617 -2.973 -5.077
H -3.816 -1.744 -4.618
H -0.663 -0.095 -1.747
In 0.773 1.542 1.355
C 0.058 0.765 -1.472
Si 0.848 1.496 -3.053
H -0.538 1.530 -0.948
H 0.846 0.309 -0.853
C 1.596 0.037 -3.974
C 2.176 2.781 -2.734
C -0.433 2.328 -4.149
C 2.755 0.999 0.572
Si 3.964 1.518 1.910
H 2.911 1.458 -0.411
H 2.791 -0.094 0.430
C 5.104 2.834 1.209
C 4.886 -0.018 2.460
C 3.158 2.261 3.445
H 0.077 2.874 -4.956
H -1.031 3.049 -3.577
H -1.116 1.604 -4.612
H 2.471 -0.344 -3.429
H 1.921 0.342 -4.979
H 0.872 -0.782 -4.083
H 2.781 2.602 -1.842
H 1.724 3.778 -2.646
H 2.857 2.803 -3.598
H 5.213 -0.602 1.588
H 4.244 -0.656 3.084
H 5.776 0.255 3.046
H 2.824 1.488 4.149
H 2.318 2.945 3.250
H 3.932 2.864 3.944
H 5.925 3.053 1.907
H 4.552 3.768 1.028
H 5.539 2.499 0.257
Cl -2.448 -0.224 7.325
C -1.445 -0.301 5.942
C -0.245 -1.007 5.984
C 0.606 -1.071 4.876
I 2.412 -2.103 4.981
C 0.294 -0.333 3.694
O 1.118 -0.246 2.699
C -0.932 0.408 3.667
N -1.103 1.240 2.608
C -2.254 1.913 2.462
C -3.248 1.857 3.450
C -3.034 1.138 4.613
C -1.850 0.396 4.764
H 0.036 -1.516 6.899
H -2.354 2.495 1.546
H -4.169 2.411 3.288
H -3.754 1.136 5.426
*
```